(1)
The following is a DFT calculation (ωB97M-V with the def2-TZVPD basis set) of a 5-piece molecular cluster, C19H51N2O21P4S2 overall in a non-equilibrium geometry.

ORCA input file:
```
! RIJCOSX wB97M-V def2-TZVPD def2/J DEFGRID3
* xyz -1 1
C -5.19718 4.25095 4.38953
O -6.13629 4.95795 3.56956
C -5.96266 6.36709 3.74083
C -4.74769 6.91301 2.89488
C -5.22465 7.05392 1.42330
S -4.00772 7.42804 0.12080
O -3.86185 6.17106 -0.71031
O -4.75350 8.37690 -0.79545
N -2.61649 8.22415 0.50259
S -1.61403 7.72143 1.70358
O -0.32865 8.49287 1.48598
O -2.00339 8.06988 3.12244
C -1.05554 5.98664 1.73975
C -1.95681 4.89396 1.13621
C -1.49593 4.28066 -0.23801
N -3.01914 4.41199 1.65968
H -4.82991 3.37691 3.80538
H -5.69695 3.93310 5.33462
H -4.33745 4.90346 4.65621
H -6.90189 6.83597 3.35050
H -5.89519 6.66831 4.81390
H -3.81071 6.35391 3.06614
H -4.56648 7.94373 3.29602
H -6.03853 7.81748 1.40080
H -5.72911 6.09870 1.13445
H -0.05660 5.91234 1.25301
H -0.86907 5.71973 2.80880
H -1.64326 3.17665 -0.22826
H -0.41451 4.47576 -0.44080
H -2.06329 4.69495 -1.09710
H -3.38280 3.70898 1.00930
C -1.80007 1.21957 -4.00493
O -1.88611 0.42210 -2.83128
P -0.56580 -0.26658 -2.26756
O 0.45939 0.65430 -1.74007
O -0.06939 -1.23090 -3.45037
C 0.88760 -0.72366 -4.37825
O -1.17548 -1.28710 -1.21511
C -0.28204 -2.21984 -0.61192
H -0.86274 1.77926 -4.04324
H -1.88647 0.57742 -4.88457
H -2.63061 1.92289 -4.00682
H 1.58527 -0.03576 -3.89898
H 0.38155 -0.21860 -5.20199
H 1.45189 -1.56348 -4.78217
H 0.46898 -1.69788 -0.01568
H 0.20565 -2.82917 -1.37519
H -0.85817 -2.87649 0.03756
C -5.10568 -6.45444 0.78160
O -4.07905 -6.07796 1.68816
P -2.56214 -6.37534 1.30248
O -2.03277 -5.60910 0.15742
O -2.48389 -7.97127 1.14587
C -2.66426 -8.54254 -0.14840
O -1.83714 -6.12338 2.69103
C -0.45160 -6.45977 2.78270
H -4.79479 -6.31910 -0.25689
H -5.37646 -7.49835 0.95621
H -5.97957 -5.83414 0.97162
H -2.26081 -7.89962 -0.93205
H -3.72353 -8.72696 -0.33294
H -2.13738 -9.49592 -0.17525
H 0.13751 -5.84177 2.10422
H -0.29814 -7.51576 2.55205
H -0.12271 -6.27719 3.80276
C 4.53476 -5.40180 1.54962
O 4.65483 -6.34623 2.60645
P 4.06158 -5.97984 4.03809
O 2.59316 -5.86756 4.11172
O 4.86375 -4.66958 4.49719
C 4.30042 -3.38577 4.21997
O 4.71231 -7.12030 4.93249
C 4.54059 -7.02682 6.34400
H 3.58740 -4.86029 1.59952
H 5.36838 -4.69808 1.59818
H 4.58684 -5.93444 0.60200
H 3.21139 -3.40252 4.27838
H 4.61053 -3.04575 3.23129
H 4.67722 -2.68240 4.96133
H 3.48483 -7.10682 6.60769
H 4.94695 -6.08510 6.71747
H 5.08624 -7.84761 6.80558
C 3.83582 2.36514 -3.77582
O 3.60106 2.14323 -5.16369
P 4.77355 1.55239 -6.06403
O 5.16764 0.16260 -5.76568
O 5.95741 2.63093 -5.96533
C 6.96855 2.45141 -4.97460
O 4.19451 1.80047 -7.52320
C 5.05758 1.54108 -8.62570
H 4.48097 1.59365 -3.34912
H 4.29111 3.34840 -3.64001
H 2.87933 2.35198 -3.25552
H 7.18109 1.39523 -4.80306
H 6.66444 2.92217 -4.03911
H 7.87845 2.93669 -5.32629
H 5.32270 0.48319 -8.66417
H 5.96163 2.14894 -8.55537
H 4.52919 1.80944 -9.53860
*
```

Summary:
HOMO energy, eV: -5.62
Total energy, eV: -125341.28779
Molecular weight, u: 831.6
Orbital gap, eV: 7.2176

Mulliken atomic charge list, values in e, 5 entries: number 1, C, carries -0.662; number 2, O, carries -0.358; number 3, C, carries -0.817; number 4, C, carries 0.342; number 5, C, carries -1.078



(2)
The following is a DFT calculation (ωB97M-V with the def2-TZVPD basis set) of C19H51N2O2PdS3SbSi4 as an isolated structure.

ORCA input file:
```
! RIJCOSX wB97M-V def2-TZVPD def2/J DEFGRID3
* xyz -2 1
Pd -0.53436 1.06440 -0.86776
C 3.08539 -1.46848 -2.97622
Si 3.43407 0.16672 -2.10405
C 5.29745 0.21469 -1.75295
C 3.16627 1.52986 -3.38480
Sb 1.93658 0.28706 -0.06059
Si 2.31280 -1.75632 2.33944
C 1.48242 -3.42242 2.03012
C 3.92949 -1.98180 1.36329
C 3.07355 -1.76054 4.09612
Si 3.16863 2.19187 1.09036
C 3.50629 3.70016 0.01429
C 4.85582 1.64868 1.76573
C 2.21398 2.70902 2.62578
H 3.79568 -1.63961 -3.79314
H 2.06875 -1.44531 -3.38273
H 3.14082 -2.31492 -2.28744
H 5.85490 0.02408 -2.67716
H 5.59588 -0.52712 -1.00874
H 5.59095 1.19970 -1.38313
H 3.87618 1.41566 -4.21341
H 3.30392 2.51948 -2.94730
H 2.15631 1.49043 -3.78890
H 1.38482 -3.61881 0.96227
H 0.48974 -3.49268 2.47365
H 2.11542 -4.20960 2.45438
H 3.72739 -2.21562 0.31916
H 4.47003 -2.81938 1.82954
H 4.56994 -1.09913 1.39117
H 2.32825 -2.01766 4.85382
H 3.43709 -0.75594 4.33750
H 3.91933 -2.44870 4.19071
H 4.14513 3.43578 -0.83134
H 4.01688 4.47744 0.59523
H 2.57367 4.11489 -0.37028
H 5.56008 1.37728 0.97734
H 4.75579 0.78925 2.43291
H 5.29024 2.47117 2.34659
H 1.19744 3.01670 2.37582
H 2.71723 3.54062 3.13112
H 2.16903 1.86159 3.31667
C -1.10512 -1.82019 4.20415
Si -0.22733 -0.25981 3.62603
C 0.36148 0.62530 5.17617
C -1.44761 0.83582 2.72744
O 1.06384 -0.66124 2.67638
H -1.94446 -1.54560 4.85117
H -0.43826 -2.47641 4.76985
H -1.50355 -2.38412 3.35873
H -0.48776 0.78067 5.84893
H 0.78577 1.60440 4.94164
H 1.11841 0.04443 5.70790
H -1.94788 1.51160 3.42788
H -2.20936 0.25739 2.20247
H -0.96122 1.45373 1.97669
C -4.13588 3.55664 0.64440
O -2.80846 3.19682 0.30603
C -1.81315 4.08834 0.42811
S -2.09794 5.64448 1.01311
S -0.29505 3.45866 -0.01796
H -4.72498 2.66798 0.42252
H -4.47094 4.40793 0.05055
H -4.20879 3.82562 1.69955
C -0.10940 -2.68536 -1.66965
N -1.28773 -1.90023 -1.36346
C -1.59509 -1.97796 0.04882
C -1.27497 -0.56845 -1.91588
S -2.67799 0.45036 -1.61598
N -0.83231 -0.68172 -3.28974
C -1.74226 -1.47421 -4.10197
C -0.56004 0.58188 -3.93468
H 0.80116 -2.27988 -1.20643
H 0.05960 -2.73712 -2.74512
H -0.26145 -3.69736 -1.28344
H -1.71243 -3.03122 0.32515
H -2.51780 -1.44152 0.25796
H -0.79040 -1.54423 0.66124
H -1.92498 -2.43957 -3.63072
H -1.29820 -1.63722 -5.08904
H -2.71100 -0.96314 -4.22477
H 0.08708 1.18584 -3.29824
H -1.47734 1.16135 -4.11959
H -0.05404 0.38974 -4.88703
*
```

Summary:
HOMO energy, eV: -1.00
Energy relative to the best compared isomer or geometry (same formula, charge and spin), kJ/mol: 38.9
Total energy, eV: -101647.16608
Molecular weight, u: 776.4
Orbital gap, eV: 5.5662

Mulliken atomic charge list, values in e, 5 entries: number 1, Pd, carries 0.455; number 2, C, carries -1.000; number 3, Si, carries 0.735; number 4, C, carries -1.181; number 5, C, carries -1.075